159
Properties=species:S:1:pos:R:3:mulliken_charge:R:1 method="wB97M-V/def2-TZVPD" gap_ev=9.809 max_force_ev_per_a=1.903 charge=0 smiles="O=S1(=O)CCCC1.O=S1(=O)CCCC1.O=S1(=O)CCCC1.CCOC(=O)OC.CCOC(=O)OC.CCOC(=O)OC.CCOC(=O)OC.CCOC(=O)OC.CCOC(=O)OC.CNC(C)=O.CNC(C)=O"
H 14.0853 11.3173 3.4603 0.405
H 15.6874 12.4869 8.5661 0.398
H 15.7803 21.5073 1.3206 0.267
H 13.0334 18.9015 2.1751 0.485
H 13.0025 9.1647 7.2032 0.294
H 17.6359 24.0548 5.8543 0.431
H 18.8222 20.0314 2.4078 0.530
C 18.1923 16.7556 9.6788 0.480
H 22.7098 20.4067 -3.0155 0.354
C 19.7210 19.4208 2.4402 -0.048
C 20.9086 13.4634 7.1233 -0.379
C 18.4265 18.6776 8.3302 -0.042
H 20.9423 19.6125 5.7951 -0.640
O 21.0485 18.6285 -0.6917 -0.278
H 14.5640 18.5067 10.7579 0.313
H 23.2433 17.6195 6.3244 0.615
H 17.1978 14.8180 11.0646 0.378
H 21.0940 19.8266 -3.2015 0.291
H 10.4802 19.4539 6.6801 0.237
O 12.8296 18.1623 9.6871 -0.408
C 18.6077 12.8472 7.2122 0.936
C 14.9634 18.0273 2.0617 -1.035
O 17.7492 16.2768 0.8800 -0.690
C 12.6329 10.0448 7.7278 -0.651
H 19.1622 19.0892 7.6469 -0.493
C 19.6884 15.5584 2.5185 0.826
C 12.6906 18.9875 8.6528 0.810
O 18.6194 15.4927 9.6874 -0.009
H 20.8561 15.4485 0.6881 0.267
C 18.2566 14.6962 10.8338 -0.230
H 8.9008 20.7601 7.8317 0.321
H 22.0157 19.6830 7.1668 0.891
O 11.8000 17.2665 4.6142 -0.555
C 14.0677 13.2197 4.5526 1.614
H 17.4996 16.0265 7.1166 -0.614
H 13.5863 21.1024 5.3044 0.123
H 18.2566 23.6760 4.2290 0.452
H 19.2339 24.0549 7.9978 0.330
H 15.6823 18.8439 2.0473 0.198
H 16.2396 22.9788 2.1544 0.302
C 14.1489 17.7841 10.0556 -0.241
C 23.5471 19.0288 3.9932 -0.923
O 19.9775 18.8831 1.1582 -0.184
H 11.8178 20.6263 7.0773 -0.061
H 22.3137 18.0520 -2.1555 0.316
H 13.3483 10.3079 8.5117 0.264
H 21.5868 14.6419 8.7623 0.336
C 22.5660 17.8993 4.3041 0.442
O 11.3942 19.2354 8.5222 -0.370
C 20.1375 13.5438 1.1809 -0.743
C 22.1455 18.9418 -1.5509 -0.261
H 16.0662 12.5958 6.8414 0.293
H 12.3334 22.3190 4.9909 0.496
H 10.4578 13.8050 3.7331 0.244
H 20.1751 12.7322 1.9108 0.282
C 20.7089 14.8911 1.6207 -0.580
H 19.9414 25.0219 5.8055 0.448
O 19.7548 13.0549 7.8602 -0.320
C 21.9444 19.3322 6.1370 0.078
H 21.6283 18.1408 3.7957 -0.653
C 19.7734 23.4123 7.3015 -0.780
C 18.4371 23.5645 5.2943 -1.076
C 13.3641 21.7434 3.2020 0.443
H 19.8428 16.5874 2.8199 -0.482
H 15.4556 17.1461 2.4855 0.059
O 17.1241 14.6971 2.7277 -0.440
C 17.6193 15.9755 6.0324 1.275
H 20.2024 15.0092 11.7003 0.279
H 18.0027 13.0272 0.8455 0.374
H 13.1904 12.6446 2.6332 0.325
H 20.6397 15.5628 7.5044 -0.279
H 16.2187 14.0444 7.8614 0.153
C 10.8920 14.6491 4.2631 -0.672
O 24.1482 20.8938 5.7865 -0.776
H 15.2686 21.8762 3.9333 0.077
C 21.3779 14.7879 7.7015 -0.454
H 20.7981 23.4393 7.6851 0.368
H 14.7773 17.7593 1.0197 0.458
O 18.9781 17.6362 5.0778 -0.225
O 13.0615 16.9041 2.7719 -0.312
H 17.4752 18.6304 7.7897 0.247
C 18.7146 13.8418 0.7309 -0.946
C 19.1513 14.9785 12.0089 -1.326
C 20.9894 19.3417 0.4354 0.639
H 18.3714 13.6801 10.4575 0.276
S 23.0125 20.3633 5.0888 1.042
O 14.4694 10.8480 5.9126 -0.565
H 23.0423 19.0935 -0.9521 0.324
C 16.3324 12.9596 7.8335 -0.648
C 13.6335 18.2005 2.7684 0.663
H 14.8322 17.6410 9.2257 -0.116
O 18.4447 12.8756 6.0271 -0.580
O 18.6995 20.8893 4.9081 -0.113
S 18.0767 15.1914 1.7653 1.224
H 18.7993 21.5958 8.1151 0.380
C 22.3196 17.9141 5.8163 0.224
H 15.0837 17.0055 5.5491 0.001
H 20.1311 21.3179 6.9786 -0.411
O 12.6383 21.7861 2.2177 -0.692
O 22.1587 21.2701 4.3636 -0.546
O 21.7258 20.2450 0.7320 -0.602
H 20.6401 13.6058 6.0752 0.207
H 11.4692 14.2773 5.1065 0.250
C 9.9340 21.0801 7.9755 -1.279
H 18.9719 15.9426 12.4835 0.336
H 24.5601 18.7424 4.2696 0.407
H 20.7197 13.1616 0.3387 0.399
H 19.6528 14.9881 3.4576 -0.380
H 19.0959 14.1600 12.7273 0.402
H 15.0781 13.3742 4.9307 -0.414
O 16.7772 21.7944 6.2338 -0.888
H 13.7075 18.6866 3.7408 -0.527
H 21.6560 12.6791 7.2190 0.383
H 14.7294 22.9180 1.2361 0.332
O 18.8602 17.3892 8.7117 -0.205
H 18.6831 14.2397 -0.2809 0.421
H 15.4813 17.8926 6.9501 -0.485
H 14.0243 16.8478 10.5963 0.304
O 17.6797 12.6027 8.1383 -0.431
H 18.2282 19.3679 9.1530 0.562
H 18.5252 15.4256 5.8138 -0.536
C 10.9554 20.0726 7.4364 0.380
N 16.7950 18.1839 5.2946 1.041
H 19.5955 18.6219 3.1690 -0.792
H 21.6782 14.8606 2.1197 0.398
H 16.9466 19.0137 4.7425 0.110
H 11.6873 9.8233 8.2120 0.242
C 17.8393 17.3653 5.4698 -0.576
C 19.2973 21.9714 7.2232 0.055
H 20.5124 20.0296 2.8866 0.300
H 10.0204 21.9903 7.3758 0.326
C 15.4710 17.9835 5.8603 0.212
H 21.5558 17.1835 6.0678 -1.062
H 14.8271 18.7988 5.5661 -0.325
H 16.7574 15.5641 5.5068 0.050
C 12.8467 21.4502 4.5793 -0.699
H 20.5665 23.4328 5.2951 0.154
C 12.1516 16.5906 3.6797 0.816
H 10.0811 21.3081 9.0277 0.341
H 23.4990 19.4625 2.9966 0.402
C 15.3848 22.3524 1.8936 -0.952
H 12.1174 20.6416 4.4963 0.212
C 14.0226 12.3877 3.2883 -1.251
S 18.1600 21.8594 5.8263 1.055
H 10.0403 15.2301 4.6211 0.355
H 13.6650 14.2042 4.3332 -0.608
H 22.9184 16.9303 3.9533 0.627
N 14.7080 21.9499 3.0999 0.103
C 13.4745 11.4900 6.0971 0.752
O 17.3425 17.2316 10.3732 -0.593
H 21.5191 21.0016 -1.8914 0.331
H 22.3223 15.1167 7.2615 0.447
O 11.7485 15.3611 3.3926 -0.371
C 21.8203 20.1158 -2.4421 -1.108
H 14.9099 12.6492 2.6970 0.189
O 13.1879 12.6721 5.5569 -0.212
O 12.4258 11.1343 6.8455 -0.358
C 19.7909 23.9472 5.8698 -0.427
O 13.5791 19.4100 7.9601 -0.547